--- a ---
A 2-piece molecular cluster, C2H4ClI overall, computed with the ωB97M-V functional and the def2-TZVPD basis.

Geometry (Å):
I: -3.819 0.162 -0.008
Cl: -0.620 -2.544 0.061
C: 0.254 -0.036 0.268
C: -0.561 -0.962 -0.402
H: -1.525 -0.582 -0.893
H: 1.187 -0.283 0.564
H: 0.405 0.888 -0.175
H: -0.219 0.021 1.223

Output
* lowest unoccupied orbital energy (alpha / beta): -0.676 / -2.997 eV

Here is what Mulliken gives for the atomic charges, in e:
1 I -0.130
2 Cl -0.084
3 C -0.988
4 C -0.071
5 H 0.192
6 H 0.443
7 H 0.329
8 H 0.310

--- b ---
C2H4ClI as an isolated structure, computed with the ωB97M-V functional and the def2-TZVPD basis.

Geometry (Å):
I: 2.425 0.582 -0.115
Cl: 0.654 -2.150 0.116
C: -0.909 0.453 -0.430
C: 0.634 -0.376 0.575
H: -0.615 1.317 -0.868
H: -1.766 0.714 0.210
H: -1.138 -0.331 -1.181
H: 0.714 -0.209 1.693

Output
* lowest unoccupied orbital energy: 0.155 eV

Here is what Mulliken gives for the atomic charges, in e:
1 I 0.079
2 Cl -0.153
3 C -0.813
4 C -0.396
5 H 0.345
6 H 0.270
7 H 0.300
8 H 0.370

Computed relative energies in units of kcal/mol: a 17.8; b 0.0

--- a ---
An isolated ion of composition C5H10NOS and charge -1, computed with the ωB97M-V functional and the def2-TZVPD basis.

Geometry (Å):
S: -2.602 0.026 -0.040
O: 2.990 -0.634 0.685
N: 1.971 -0.047 0.257
C: -1.890 -1.550 0.477
C: -0.204 1.519 0.262
C: 1.493 -0.374 -1.104
C: -1.459 1.167 -0.633
C: 1.223 0.796 0.842
H: -1.291 0.719 -1.647
H: 1.446 1.048 1.909
H: 1.032 0.517 -1.454
H: -1.224 -1.359 1.339
H: -2.801 -2.050 0.894
H: 2.397 -0.839 -1.590
H: 0.562 -1.019 -1.028
H: 0.361 2.469 -0.125
H: -1.308 -2.089 -0.294
H: -0.694 1.701 1.249

Output
* lowest unoccupied orbital energy: 3.732 eV
* charge: -1

Here is what Mulliken gives for the atomic charges, in e:
1 S -0.233
2 O -0.785
3 N 0.638
4 C -0.714
5 C -0.769
6 C -0.730
7 C -0.562
8 C -0.257
9 H 0.138
10 H 0.368
11 H 0.317
12 H 0.162
13 H 0.284
14 H 0.305
15 H 0.054
16 H 0.282
17 H 0.190
18 H 0.313

--- b ---
An isolated ion of composition C5H10NOS and charge -1, computed with the ωB97M-V functional and the def2-TZVPD basis.

Geometry (Å):
S: 1.436 0.200 -1.899
O: 0.223 -1.289 1.343
N: -1.443 0.084 0.695
C: 1.954 0.368 -0.106
C: -1.595 0.567 -0.748
C: 0.881 0.904 0.794
C: -0.104 -0.174 1.041
C: -2.508 -0.881 1.084
H: -1.982 1.521 -0.855
H: -3.477 -0.319 0.805
H: -0.590 0.401 -1.349
H: 2.167 -0.705 0.107
H: 0.393 1.667 0.226
H: 2.833 0.961 -0.015
H: 1.327 1.407 1.666
H: -2.186 -1.960 0.618
H: -2.458 -0.035 -1.001
H: -2.459 -1.117 2.191

Output
* lowest unoccupied orbital energy: 3.717 eV
* charge: -1
* structure (SMILES): CN(C)C(=O)CC[S-]

Here is what Mulliken gives for the atomic charges, in e:
1 S -0.692
2 O -0.623
3 N -0.030
4 C -0.565
5 C -0.692
6 C -0.574
7 C 0.355
8 C -0.882
9 H 0.238
10 H 0.392
11 H -0.001
12 H 0.162
13 H 0.302
14 H 0.333
15 H 0.343
16 H 0.242
17 H 0.437
18 H 0.256

Computed relative energies in units of kcal/mol: a 91.1; b 0.0

--- a ---
A 2-piece molecular cluster, CH3NP2 overall, computed with the ωB97M-V functional and the def2-TZVPD basis.

Geometry (Å):
P: 0.663 -1.312 1.621
P: -0.664 -0.155 -0.976
N: -2.110 0.755 -3.440
C: -1.485 0.331 -2.569
H: 1.646 -0.495 0.866
H: 0.598 -0.399 -1.728
H: -0.837 -1.474 -1.497

Output
* lowest unoccupied orbital energy (alpha / beta): -2.026 / -2.185 eV

Here is what Mulliken gives for the atomic charges, in e:
1 P 0.014
2 P -0.185
3 N -0.357
4 C 0.246
5 H 0.041
6 H 0.119
7 H 0.122

--- b ---
An isolated molecule of CH3NP2, computed with the ωB97M-V functional and the def2-TZVPD basis.

Geometry (Å):
P: 0.091 -0.124 0.151
P: 2.348 0.532 -0.098
N: -2.930 0.048 -0.185
C: -1.792 0.131 -0.146
H: 0.025 0.108 1.505
H: -0.140 -1.458 0.304
H: 2.398 0.763 -1.532

Output
* lowest unoccupied orbital energy: -1.418 eV
* structure (SMILES): N#C[PH2]=P

Here is what Mulliken gives for the atomic charges, in e:
1 P -0.021
2 P -0.093
3 N -0.326
4 C 0.215
5 H 0.096
6 H 0.121
7 H 0.008

Computed relative energies in units of kcal/mol: a 19.3; b 0.0

--- a ---
A 5-piece molecular cluster, CH12N2O4 overall, computed with the ωB97M-V functional and the def2-TZVPD basis.

Geometry (Å):
O: 0.659 0.374 -2.336
O: 2.712 0.004 -0.728
O: -3.286 -0.231 0.987
O: -2.167 -0.768 -1.504
N: 0.087 0.901 0.877
N: 1.902 -0.196 1.877
C: 0.622 0.145 1.851
H: 0.816 1.226 0.153
H: -1.416 -0.893 -2.121
H: -0.865 0.930 0.563
H: -0.137 -0.331 2.466
H: 3.421 0.731 -0.690
H: -4.119 -0.712 1.117
H: 1.072 1.091 -2.656
H: 2.698 -0.256 0.209
H: 1.380 -0.120 -1.844
H: -2.806 -0.880 0.468
H: -3.036 -0.542 -1.875
H: 2.002 -1.076 2.469

Output
* lowest unoccupied orbital energy: 0.743 eV
* structure (SMILES): [H]/N=C/N.O.O.O.O

Here is what Mulliken gives for the atomic charges, in e:
1 O -0.623
2 O -0.740
3 O -0.625
4 O -0.637
5 N -0.409
6 N -0.716
7 C 0.113
8 H 0.218
9 H 0.312
10 H 0.309
11 H 0.365
12 H 0.320
13 H 0.283
14 H 0.226
15 H 0.363
16 H 0.396
17 H 0.335
18 H 0.305
19 H 0.204

--- b ---
A 5-piece molecular cluster, CH12N2O4 overall, computed with the ωB97M-V functional and the def2-TZVPD basis.

Geometry (Å):
O: -1.265 0.079 3.000
O: 0.743 -0.809 -3.382
O: 0.308 2.082 1.712
O: 1.843 -1.399 -0.405
N: -1.449 -0.509 0.276
N: -0.008 0.930 -0.821
C: -0.872 -0.011 -0.851
H: 0.328 1.755 0.796
H: -0.977 1.012 2.940
H: 0.174 1.307 -1.742
H: -1.867 -1.422 0.203
H: 0.986 -1.744 -0.108
H: 1.470 -1.070 -3.987
H: -1.051 -0.326 1.204
H: 1.011 -1.187 -2.506
H: 1.606 -0.446 -0.372
H: 1.180 2.386 1.988
H: -0.988 -0.216 3.875
H: -1.173 -0.413 -1.819

Output
* lowest unoccupied orbital energy: 0.711 eV
* structure (SMILES): [H]/N=C/N.O.O.O.O

Here is what Mulliken gives for the atomic charges, in e:
1 O -0.703
2 O -0.638
3 O -0.689
4 O -0.695
5 N -0.350
6 N -0.674
7 C -0.229
8 H 0.456
9 H 0.334
10 H 0.187
11 H 0.249
12 H 0.317
13 H 0.292
14 H 0.288
15 H 0.371
16 H 0.393
17 H 0.308
18 H 0.306
19 H 0.478

Computed relative energies in units of kcal/mol: a 19.8; b 0.0

--- a ---
An isolated molecule of C4H4O4, computed with the ωB97M-V functional and the def2-TZVPD basis.

Geometry (Å):
O: 2.308 0.728 -0.630
O: -2.383 -0.677 0.190
O: -1.834 1.671 0.109
O: 0.327 -1.285 -0.339
C: -0.272 0.063 -0.712
C: 2.026 0.259 0.557
C: 0.567 -0.105 0.572
C: -1.726 0.406 -0.394
H: -0.152 -0.017 1.562
H: 2.729 -0.018 1.465
H: 0.088 0.299 -1.902
H: -1.676 -1.323 -0.479

Output
* lowest unoccupied orbital energy: -0.855 eV
* structure (SMILES): O=C[C@@H]1O[C@H]1C(=O)O

Here is what Mulliken gives for the atomic charges, in e:
1 O -0.457
2 O -0.409
3 O -0.504
4 O -0.452
5 C -0.071
6 C -0.064
7 C 0.251
8 C 0.394
9 H 0.296
10 H 0.276
11 H 0.279
12 H 0.460

--- b ---
C4H4O4 as an isolated structure, computed with the ωB97M-V functional and the def2-TZVPD basis.

Geometry (Å):
O: -0.383 0.629 1.340
O: -0.539 0.890 -2.100
O: 2.196 -0.934 -0.493
O: -1.430 -1.601 0.603
C: 1.612 -0.019 0.261
C: 0.040 0.233 0.117
C: -0.590 1.217 -0.941
C: -0.379 -1.338 -0.093
H: -1.389 0.134 1.579
H: -1.100 1.992 -0.617
H: 1.773 0.963 1.161
H: 0.189 -2.168 -0.818

Output
* lowest unoccupied orbital energy: -0.676 eV

Here is what Mulliken gives for the atomic charges, in e:
1 O -0.677
2 O -0.446
3 O -0.488
4 O -0.542
5 C 0.002
6 C 0.809
7 C -0.173
8 C 0.040
9 H 0.405
10 H 0.513
11 H 0.240
12 H 0.317

--- c ---
An isolated molecule of C4H4O4, computed with the ωB97M-V functional and the def2-TZVPD basis.

Geometry (Å):
O: -0.617 1.166 -0.543
O: -0.861 -0.936 2.257
O: 0.494 -1.286 0.484
O: 0.278 0.681 -2.462
C: 0.198 0.418 -1.310
C: 0.976 -0.802 -0.744
C: -0.408 -0.550 1.211
C: -0.798 0.865 0.820
H: 0.927 -1.654 -1.522
H: -1.850 0.922 1.118
H: -0.307 1.624 1.437
H: 1.968 -0.448 -0.747

Output
* lowest unoccupied orbital energy: 0.498 eV
* structure (SMILES): O=C1COC(=O)CO1

Here is what Mulliken gives for the atomic charges, in e:
1 O -0.332
2 O -0.521
3 O -0.321
4 O -0.519
5 C 0.480
6 C -0.170
7 C 0.502
8 C -0.196
9 H 0.276
10 H 0.276
11 H 0.259
12 H 0.267

--- d ---
An isolated molecule of C4H4O4, computed with the ωB97M-V functional and the def2-TZVPD basis.

Geometry (Å):
O: -0.517 -0.495 3.018
O: 1.307 -0.191 1.487
O: -0.334 0.200 -2.575
O: 1.477 0.578 -1.178
C: -0.912 -0.076 -0.523
C: 0.140 0.175 -1.459
C: -0.024 -0.368 1.919
C: -1.013 -0.164 0.711
H: -2.012 -0.158 1.218
H: 1.599 -0.318 0.476
H: 1.977 1.200 -1.976
H: -1.687 -0.382 -1.119

Output
* lowest unoccupied orbital energy: -0.552 eV
* structure (SMILES): O=C(O)/C=C\C(=O)O

Here is what Mulliken gives for the atomic charges, in e:
1 O -0.498
2 O -0.509
3 O -0.497
4 O -0.659
5 C -0.085
6 C 0.604
7 C 0.521
8 C -0.343
9 H 0.272
10 H 0.410
11 H 0.407
12 H 0.377

Computed relative energies in units of kcal/mol: a 132.0; b 109.9; c 0.0; d 46.0